1.
A structure of composition C10H15F5N3OSSnTe at a distorted geometry, computed with ωB97M-V/def2-TZVPD.

Properties
* ΔE to the lowest compared entry with this formula, charge and spin: 1.742 eV

```
! wB97M-V def2-TZVPD RIJCOSX def2/J DEFGRID3
* xyz 1 1
Sn 2.14476 1.23816 0.85620
F 3.04670 1.48420 -1.32344
Te 4.96680 1.52973 -0.84715
F 4.80957 3.37492 -1.00581
F 6.77482 1.56482 -0.55022
F 4.91574 -0.31613 -1.04688
F 5.26312 1.56069 -2.66534
O 4.39138 1.49335 0.85784
S 0.64418 -0.88697 0.80344
C -0.53755 -2.16322 0.76785
N -0.94185 -2.71209 1.90156
C -1.89694 -3.82187 1.96363
C -1.81602 -4.61818 0.67187
C -1.98789 -3.67934 -0.51048
N -1.02705 -2.58008 -0.38899
H -0.52636 -2.35849 2.74764
H -2.90462 -3.42791 2.11242
H -1.64388 -4.43890 2.82297
H -2.59024 -5.38251 0.65652
H -0.84629 -5.11472 0.60759
H -3.00260 -3.27649 -0.54077
H -1.79852 -4.19248 -1.45079
H -0.67485 -2.12612 -1.21579
N 0.86810 3.48121 0.74683
C -0.32016 3.05699 0.05962
C -1.47732 2.77930 0.77290
C -2.58988 2.29155 0.10561
C -2.54612 2.06960 -1.26423
C -1.37992 2.33406 -1.96729
C -0.26175 2.82337 -1.30834
H 0.65741 3.93863 1.62767
H 1.41101 4.12555 0.17802
H -1.51306 2.95093 1.84271
H -3.49774 2.09143 0.65879
H -3.42236 1.70544 -1.78276
H -1.34029 2.16709 -3.03521
H 0.64965 3.03447 -1.85820
*
```

Mulliken population analysis, charges in e, atoms 1 to 5: number 1, Sn, carries 1.109; number 2, F, carries -0.536; number 3, Te, carries 2.192; number 4, F, carries -0.386; number 5, F, carries -0.368

***

2.
A cluster of 2 separate species, C10H15N in total, computed with ωB97M-V/def2-TZVPD.

Properties
* ΔE to the lowest compared entry with this formula, charge and spin: 0.000 eV

```
! wB97M-V def2-TZVPD RIJCOSX def2/J DEFGRID3
* xyz 0 1
C 1.59625 -1.62245 -1.10444
C 0.37567 -1.28003 -1.68753
C -0.15718 -0.00515 -1.49306
C 0.53054 0.92732 -0.71549
C 1.75113 0.58490 -0.13240
C 2.28398 -0.68998 -0.32687
H 2.01555 -2.62563 -1.25746
H -0.16550 -2.01377 -2.29939
H -1.11765 0.26429 -1.95189
H 0.11125 1.93050 -0.56247
H 2.29229 1.31865 0.47946
H 3.24443 -0.95942 0.13196
C -2.78986 0.14493 2.87799
C -1.57093 0.53252 3.75328
C -0.82711 -0.80356 3.97186
N -1.21247 -1.69250 2.86713
C -2.63484 -1.37837 2.67385
H -2.75130 0.66788 1.90306
H -3.75335 0.40080 3.35930
H -1.87073 0.99938 4.71120
H -0.91977 1.25032 3.21829
H -1.16329 -1.27767 4.91402
H 0.27351 -0.69650 4.02301
H -0.70252 -1.39548 2.02539
H -2.98334 -1.73212 1.68449
H -3.20553 -1.92703 3.44762
*
```

Mulliken population analysis, charges in e, atoms 1 to 5: number 1, C, carries -0.334; number 2, C, carries -0.360; number 3, C, carries -0.358; number 4, C, carries -0.338; number 5, C, carries -0.359

***

3.
A cluster of 3 separate species, C10H15N2 in total at a distorted geometry, computed with ωB97M-V/def2-TZVPD.

Properties
* ΔE to the lowest compared entry with this formula, charge and spin: 5.383 eV

```
! wB97M-V def2-TZVPD RIJCOSX def2/J DEFGRID3
* xyz 1 1
C 4.12181 0.88868 -0.19910
C 3.23808 1.94099 -0.13173
C 3.71592 -0.36680 -0.50113
C 1.89465 1.73838 -0.23502
C 2.24228 -0.66683 -0.71169
C 1.34239 0.45198 -0.24797
C -2.21577 -1.90802 1.35894
C -3.23142 1.05226 0.65697
C -1.58167 -1.87296 0.28917
C -1.47462 -2.26277 -1.11958
N 0.11656 0.24349 0.04092
N -2.16039 1.62206 0.93438
H 5.13178 1.05615 -0.06858
H 3.62966 2.86961 -0.03899
H 4.40936 -1.05905 -0.84462
H 1.19143 2.63480 -0.11448
H 2.11950 -0.86079 -1.81447
H 1.99564 -1.63935 -0.32150
H -2.46441 -1.64013 2.30857
H -3.18481 -0.02309 0.35196
H -4.20227 1.48254 0.65760
H -1.52190 -1.48750 -1.88876
H -2.32105 -3.11317 -1.32374
H -0.47538 -2.71969 -1.11444
H -0.18683 -0.67725 0.16241
H -0.56817 0.98612 0.30297
H -2.28440 2.57812 1.19988
*
```

Mulliken population analysis, charges in e, atoms 1 to 5: number 1, C, carries -0.479; number 2, C, carries -0.329; number 3, C, carries -0.592; number 4, C, carries -0.665; number 5, C, carries -0.385

***

4.
The ion C10H15N2O with charge -1 at a distorted geometry, computed with ωB97M-V/def2-TZVPD.

Properties
* ΔE to the lowest compared entry with this formula, charge and spin: 2.048 eV

```
! wB97M-V def2-TZVPD RIJCOSX def2/J DEFGRID3
* xyz -1 1
C -2.02722 1.17004 -0.04306
C -1.14706 1.39278 1.20743
C -1.98423 2.03358 -2.06252
C -1.86107 0.61290 -2.25608
C -1.97884 0.06149 -1.01611
C 0.71402 0.07532 0.46635
C -1.97340 -1.38621 -0.60388
C 1.95601 -1.80674 1.65620
C 2.99917 -0.34545 -0.26446
C 2.03972 -0.45105 0.92981
N -2.02257 2.37724 -0.80917
N 0.07663 0.85869 1.35562
O 0.56695 0.94678 2.55571
H -3.09059 1.21132 0.53769
H -1.22509 2.28323 1.70141
H -1.98959 2.69342 -2.94120
H -1.78613 0.29067 -3.23770
H 0.57873 0.20182 -0.49766
H -1.52949 -1.46459 0.50563
H -2.99651 -1.65122 -0.62065
H -1.38304 -1.87342 -1.44450
H 3.02392 -2.26847 1.72598
H 1.35249 -2.47258 0.90342
H 1.34430 -1.72784 2.55479
H 3.95426 -0.72575 -0.25031
H 3.14475 0.60035 -0.58805
H 2.64371 -0.81230 -1.08556
H 2.60019 0.17600 1.62086
*
```

Mulliken population analysis, charges in e, atoms 1 to 5: number 1, C, carries 0.908; number 2, C, carries -1.261; number 3, C, carries -0.255; number 4, C, carries -0.700; number 5, C, carries 0.377

***

5.
The ion C10H15N3O4PS with charge +1 at a distorted geometry, computed with ωB97M-V/def2-TZVPD.

Properties
* ΔE to the lowest compared entry with this formula, charge and spin: 5.261 eV

```
! wB97M-V def2-TZVPD RIJCOSX def2/J DEFGRID3
* xyz 1 1
C -4.55656 -0.05815 -1.85023
O -4.08187 -0.59970 -3.11429
C -2.71338 -0.18317 -3.37522
C -1.73855 -0.97689 -2.37609
C -0.71693 0.00046 -1.56480
C 0.37340 -0.96234 -0.89304
C 1.33926 -0.22853 0.16176
C 1.44956 -0.77822 1.59877
C 2.46588 0.04788 2.47045
P 2.78572 -0.48350 4.27155
O 4.30077 -0.56803 4.46448
O 2.05238 0.58587 5.37004
O 2.18818 -2.07737 4.50863
N 3.10061 1.14107 1.82058
N 2.99785 1.65529 0.61224
C 2.12655 1.02376 -0.29026
N 2.01673 1.59130 -1.66082
C 1.33801 2.70006 -1.51657
S 0.13000 3.81203 -1.33543
H -3.82793 0.71701 -1.40579
H -4.73609 -0.89240 -1.07203
H -5.54937 0.46065 -2.07099
H -2.57712 0.95153 -3.36294
H -2.48315 -0.55411 -4.44123
H -2.29031 -1.61237 -1.59811
H -1.10871 -1.70215 -3.01123
H -1.27212 0.59758 -0.76892
H -0.29294 0.73923 -2.32159
H 0.93809 -1.56244 -1.68398
H -0.20855 -1.74306 -0.27007
H 0.89252 -1.68839 1.98233
H 1.62210 1.27136 4.80594
H 2.24781 -2.25798 5.48459
H 3.78818 1.63370 2.43228
*
```

Mulliken population analysis, charges in e, atoms 1 to 5: number 1, C, carries -0.577; number 2, O, carries -0.385; number 3, C, carries -0.577; number 4, C, carries -0.547; number 5, C, carries -0.192

***

6.
An isolated molecule of C10H15N3O4S, computed with ωB97M-V/def2-TZVPD.

Properties
* ΔE to the lowest compared entry with this formula, charge and spin: 0.000 eV

```
! wB97M-V def2-TZVPD RIJCOSX def2/J DEFGRID3
* xyz 0 1
C -3.60072 -2.17503 -0.93022
C -4.43067 -1.26151 -0.03526
C -4.11095 0.22320 -0.21922
C -2.70138 0.58321 0.24160
C -2.44075 2.08355 0.14653
O -1.14345 2.40947 0.65559
C -0.11272 2.23540 -0.16592
O -0.19008 1.88234 -1.30953
C 1.17931 2.60182 0.54511
S 2.56082 1.59590 -0.07139
C 1.87221 0.02689 0.16370
N 0.71753 -0.10267 0.71924
N 0.20009 -1.33639 0.84939
C 0.77074 -2.50311 0.41117
O 0.23949 -3.57770 0.51991
N 2.01937 -2.31796 -0.16196
C 2.67564 -1.11220 -0.32800
O 3.77257 -1.03046 -0.81744
H -3.69652 -1.87513 -1.97123
H -3.94396 -3.20237 -0.83714
H -2.54789 -2.15270 -0.66133
H -4.27846 -1.53808 1.01064
H -5.48766 -1.41426 -0.26364
H -4.22450 0.48865 -1.27203
H -4.83204 0.81275 0.35231
H -2.56259 0.27360 1.28045
H -1.96604 0.07329 -0.38103
H -2.51175 2.41543 -0.89410
H -3.14078 2.64775 0.76583
H 1.44343 3.63500 0.32012
H 1.06827 2.46769 1.61922
H -0.71289 -1.37643 1.28483
H 2.48830 -3.15404 -0.49497
*
```

Mulliken population analysis, charges in e, atoms 1 to 5: number 1, C, carries -1.022; number 2, C, carries -0.452; number 3, C, carries -0.865; number 4, C, carries -0.094; number 5, C, carries -0.758

***

7.
An isolated molecule of C10H15N3S at a distorted geometry, computed with ωB97M-V/def2-TZVPD.

Properties
* ΔE to the lowest compared entry with this formula, charge and spin: 8.096 eV

```
! wB97M-V def2-TZVPD RIJCOSX def2/J DEFGRID3
* xyz 0 1
H 1.05660 3.61638 -2.72186
N 0.78012 2.81094 -2.24319
C 0.06501 2.02072 -2.92022
C -0.39904 0.69645 -2.41849
C -0.58795 -0.30368 -3.33247
C -0.91057 -1.62844 -2.88484
C -0.89492 -1.76790 -1.53470
C -0.94685 -0.67695 -0.67209
C -1.12406 -0.96082 0.87170
C -1.59019 0.33756 1.45667
N 0.36911 -1.22157 1.21129
S 1.63121 0.01872 1.11460
C 3.17764 -0.35414 0.71422
C 1.74915 1.26137 2.27319
N -0.65153 0.55107 -1.09508
H -0.24738 2.25867 -3.92550
H -0.26880 -0.07000 -4.39484
H -0.96539 -2.44666 -3.71009
H -1.05362 -2.74504 -0.97190
H -1.65213 -1.80416 1.06921
H -1.60874 1.12301 0.69655
H -2.59149 0.27285 1.71729
H -1.05268 0.69557 2.34179
H 0.46133 -1.91923 1.95999
H 1.01571 0.32397 -0.09074
H 3.25334 -1.29809 0.17604
H 3.69898 -0.23433 1.60169
H 0.83393 1.58307 2.60047
H 2.27914 0.91823 3.13965
*
```

Mulliken population analysis, charges in e, atoms 1 to 5: number 1, H, carries 0.235; number 2, N, carries -0.480; number 3, C, carries -0.492; number 4, C, carries 0.548; number 5, C, carries -0.297

***

8.
The ion C10H15N4 with charge +1 at a distorted geometry, computed with ωB97M-V/def2-TZVPD.

Properties
* ΔE to the lowest compared entry with this formula, charge and spin: 2.226 eV

```
! wB97M-V def2-TZVPD RIJCOSX def2/J DEFGRID3
* xyz 1 1
H 2.93820 0.68857 1.08825
N 1.99338 0.69691 0.79949
C 1.26582 1.72111 1.09375
N 1.70981 2.81470 1.73375
N -0.07115 1.66467 0.90695
C -0.89813 0.89069 0.06799
C -2.23239 1.28564 0.02962
C -3.18531 0.53861 -0.65347
C -2.77613 -0.65398 -1.27674
C -1.46188 -1.00805 -1.29173
C -0.48842 -0.30637 -0.61307
C 0.86317 -0.91087 -0.63387
C 1.84754 -0.47656 -1.70067
N 0.97192 -2.01774 0.01722
C 0.07517 -2.44111 1.00354
H 1.28477 3.67878 1.75732
H 2.69979 2.92557 1.96685
H -0.56943 2.45186 1.42784
H -2.69829 2.16126 0.54011
H -4.11918 0.82848 -0.20196
H -3.29315 -1.21652 -1.97817
H -1.24087 -1.89930 -1.83879
H 2.32133 -1.41676 -2.14834
H 2.57184 0.16749 -1.22107
H 1.18521 0.08407 -2.43157
H 1.79215 -2.56782 -0.20864
H -0.97711 -2.52774 0.64163
H 0.42493 -3.33331 1.28982
H 0.06640 -1.82226 1.83396
*
```

Mulliken population analysis, charges in e, atoms 1 to 5: number 1, H, carries 0.145; number 2, N, carries -0.573; number 3, C, carries 0.564; number 4, N, carries -0.419; number 5, N, carries -0.163